[1]
Below is 4 unconnected molecules or ions with the total composition C28H59FN3O, with properties calculated with ωB97M-V with the def2-TZVPD basis set.

```
92
Properties=species:S:1:pos:R:3:forces:R:3:mulliken_charge:R:1
C 0.728875 -4.926307 -3.669412 -0.193 0.340 0.239 0.26
C 1.331790 -3.983722 -4.095450 0.146 -0.165 -0.048 -2.23
C 2.049082 -2.808571 -4.617153 -0.479 -0.049 0.372 2.67
C 2.095098 -1.791734 -3.440607 0.438 -0.344 -0.241 -1.06
C 3.134286 -0.677276 -3.487254 -0.435 0.170 0.526 -0.45
O 3.084534 -0.041765 -2.214889 0.041 -0.027 -0.442 -0.31
C 1.264188 -2.347886 -5.874308 0.213 -0.220 -0.085 -1.65
C 2.080706 -1.617205 -6.962869 -0.398 0.052 -0.061 0.50
C 1.524955 -0.248257 -7.379662 0.648 0.075 0.103 -1.34
C 0.978929 0.635646 -6.265576 -0.563 -0.032 -0.150 0.44
F -0.406810 0.722330 -6.385757 0.045 -0.082 0.028 -0.35
N 3.522838 -1.493817 -6.620856 -0.124 -0.071 -0.219 -0.47
C 4.026796 -2.638595 -6.014274 0.088 -0.246 0.336 0.34
N 5.128110 -3.150698 -6.499924 0.330 0.138 -0.031 -0.27
N 3.418821 -3.265862 -4.987468 -0.172 1.153 -0.311 -0.41
H 0.115961 -5.656115 -3.192123 0.127 -0.178 -0.148 0.55
H 2.333615 -2.376963 -2.547995 -0.055 0.105 0.084 0.66
H 1.093061 -1.395706 -3.282212 -0.001 0.083 -0.052 -0.05
H 4.139635 -1.093544 -3.626844 0.045 0.097 -0.158 0.14
H 2.923663 0.067690 -4.258293 0.108 -0.124 -0.155 0.11
H 3.060841 0.908062 -2.364331 0.059 0.034 0.277 0.29
H 0.845821 -3.245736 -6.327076 -0.022 0.005 0.018 0.41
H 0.411076 -1.772327 -5.519518 0.030 0.095 -0.042 0.65
H 2.055182 -2.240152 -7.857107 0.128 -0.011 0.008 0.44
H 0.753558 -0.405287 -8.130965 -0.174 0.082 0.123 0.48
H 2.331758 0.286681 -7.888751 -0.042 -0.080 -0.108 0.38
H 1.154143 0.222129 -5.271491 0.178 0.094 0.026 -0.43
H 1.357516 1.655120 -6.321794 0.088 -0.017 0.032 0.36
H 3.708326 -0.670043 -6.055565 0.028 -0.085 0.093 0.30
H 5.664808 -2.621606 -7.172761 -0.150 -0.034 -0.106 0.30
H 5.453640 -4.071890 -6.242210 0.028 0.093 0.213 0.28
H 4.025663 -3.364700 -4.178523 -0.018 -0.860 -0.137 0.44
C -2.378152 -0.191978 2.013975 -0.040 0.127 -0.034 -0.71
C -2.843780 0.292941 0.643915 -0.031 -0.099 0.056 -0.39
C -2.128198 -0.390050 -0.519986 -0.014 0.066 -0.052 -1.06
C -0.617334 -0.158303 -0.557809 0.060 -0.078 0.048 0.61
C -0.181609 1.303333 -0.617429 0.030 -0.010 -0.120 0.35
C -0.657376 2.026487 -1.874060 0.046 0.048 0.085 -1.30
H -1.321733 0.025126 2.183621 0.003 -0.023 0.012 0.07
H -2.944272 0.301635 2.805034 0.013 -0.035 0.030 0.14
H -2.525875 -1.268951 2.116625 0.031 -0.007 0.006 0.31
H -2.721493 1.377625 0.577754 -0.002 0.002 -0.023 0.19
H -3.915776 0.103092 0.548836 -0.004 0.035 -0.012 0.44
H -2.576515 -0.055153 -1.460083 0.012 0.003 0.000 0.38
H -2.312120 -1.467903 -0.467447 -0.006 0.002 0.016 0.41
H -0.206496 -0.680985 -1.430295 0.012 -0.001 0.007 -0.61
H -0.156251 -0.628008 0.315800 0.009 -0.012 -0.015 0.23
H 0.911774 1.336773 -0.580403 -0.001 -0.002 0.050 -0.33
H -0.531212 1.838011 0.269233 0.001 -0.009 0.007 0.45
H -0.291584 1.523689 -2.775334 -0.038 -0.020 -0.010 0.06
H -0.293908 3.054947 -1.894320 -0.008 0.001 -0.025 0.44
H -1.745366 2.064593 -1.933396 -0.002 -0.014 -0.022 0.36
C 3.796044 -1.335655 4.890566 0.077 0.026 -0.027 -1.20
C 4.111601 0.027119 4.281705 -0.054 -0.023 0.059 -0.44
C 2.943744 0.632240 3.504363 0.017 0.035 -0.022 -0.97
C 2.480988 -0.187918 2.299025 -0.048 -0.021 0.038 0.02
C 3.561944 -0.467697 1.257307 -0.048 0.034 -0.067 -0.13
C 4.128416 0.795128 0.616950 0.068 -0.073 0.026 -1.05
H 3.567413 -2.078648 4.124467 -0.014 -0.003 0.005 0.28
H 4.643861 -1.709958 5.465317 -0.016 -0.011 0.012 0.39
H 2.939038 -1.271290 5.563886 -0.019 -0.014 -0.016 0.30
H 4.991610 -0.054118 3.637262 -0.001 0.018 -0.011 0.22
H 4.386966 0.718006 5.082148 0.022 0.003 -0.012 0.41
H 3.218050 1.639423 3.178083 -0.010 -0.004 -0.009 0.34
H 2.094181 0.758966 4.182305 0.006 -0.002 0.010 0.44
H 1.653621 0.343954 1.815363 0.007 -0.001 -0.017 -0.26
H 2.064297 -1.139031 2.642689 0.001 0.005 0.007 0.44
H 3.129752 -1.095502 0.472210 0.021 -0.001 -0.009 0.00
H 4.374647 -1.048606 1.702076 -0.013 -0.004 0.025 0.39
H 3.330042 1.371972 0.143064 0.005 0.050 0.038 0.06
H 4.862623 0.542469 -0.149010 -0.004 0.034 -0.016 0.30
H 4.621668 1.438313 1.346831 -0.029 0.002 0.016 0.42
C -5.427954 1.109264 7.881702 0.078 0.018 -0.037 -1.19
C -5.111133 2.417880 7.164284 -0.046 -0.011 0.066 -0.31
C -6.326709 3.054689 6.492280 0.015 0.027 -0.030 -0.70
C -6.973403 2.206298 5.395743 -0.007 -0.025 0.035 -0.84
C -6.036231 1.806349 4.257763 -0.039 0.054 -0.069 -0.21
C -5.473257 2.995362 3.483994 0.048 -0.123 0.004 -1.01
H -5.786511 0.345244 7.190074 -0.015 -0.001 0.007 0.28
H -4.540344 0.711920 8.375883 -0.016 -0.009 0.015 0.38
H -6.194853 1.260129 8.644035 -0.023 -0.014 -0.014 0.30
H -4.319343 2.249838 6.428555 -0.002 0.016 -0.013 0.22
H -4.704998 3.129497 7.887701 0.020 0.001 -0.014 0.35
H -6.035994 4.025102 6.080384 -0.010 -0.003 -0.007 0.30
H -7.081926 3.267903 7.254940 0.008 -0.002 0.011 0.38
H -7.818502 2.763501 4.979506 0.004 -0.004 -0.015 0.37
H -7.400560 1.301805 5.837139 0.003 0.007 0.009 0.33
H -6.588264 1.165539 3.564779 0.017 -0.028 0.013 0.38
H -5.213080 1.198275 4.644252 -0.012 -0.011 0.018 0.16
H -6.278474 3.597169 3.057903 0.008 0.032 0.020 0.33
H -4.840919 2.653290 2.662089 0.001 0.042 -0.015 0.21
H -4.865956 3.641291 4.119647 -0.010 0.016 -0.005 0.29
```
Positions in Å, forces in eV/Å.

Results
Gap between HOMO and LUMO ... 8.084 eV
Net charge ... +1
Molecular weight ... 472.8 g mol⁻¹
Lowest unoccupied orbital energy ... -3.8 eV

[2]
Below is a molecular structure, C45H44As2O2PdS2, with properties calculated with ωB97M-V with the def2-TZVPD basis set.

```
96
Properties=species:S:1:pos:R:3:forces:R:3:mulliken_charge:R:1
Pd -0.156829 -0.223268 -0.688093 -0.069 -0.081 -0.026 -0.76
C 3.278181 0.323554 -2.995830 0.018 0.000 -0.005 -1.24
As 1.363238 0.187189 -2.644818 -0.005 0.014 -0.006 0.89
C 0.677475 -0.081328 -4.448229 0.001 0.005 0.012 -1.38
C 0.836081 2.009873 -2.199751 -0.020 -0.022 -0.015 0.02
C 0.879462 3.036900 -3.278842 -0.007 0.030 0.007 -0.80
C 0.560522 4.335592 -3.053057 0.006 -0.035 -0.012 -0.46
C 0.027801 4.870025 -1.855125 -0.007 -0.002 0.013 -0.78
C -0.638274 4.202053 -0.801207 0.008 0.011 -0.007 -0.23
C -0.988339 2.882992 -0.672138 0.010 -0.060 -0.030 0.19
As -2.202053 2.368219 0.742007 -0.035 -0.001 0.045 0.85
C -3.287240 4.000381 0.917147 -0.017 -0.012 -0.006 -1.44
C -3.484855 1.387395 -0.381935 0.016 0.024 -0.009 -1.23
H 3.464106 1.113929 -3.724066 -0.007 0.001 0.000 0.51
H 3.648809 -0.627072 -3.375597 0.006 0.004 -0.001 0.37
H 3.792714 0.555353 -2.064740 -0.001 -0.002 0.001 0.33
H 1.153119 0.592438 -5.160004 0.002 -0.005 -0.002 0.44
H -0.397983 0.089069 -4.443850 -0.003 0.000 0.005 0.38
H 0.865623 -1.113711 -4.739190 -0.008 0.000 -0.017 0.39
H 1.248033 2.759241 -4.261600 0.005 0.003 0.004 0.22
H 0.748375 5.049263 -3.849721 0.006 -0.008 -0.006 0.37
H 0.030501 5.951802 -1.780477 -0.002 -0.002 0.001 0.32
H -1.022502 4.878669 -0.042926 -0.002 -0.003 0.000 0.22
H -3.546998 4.403398 -0.061589 0.001 0.000 0.001 0.42
H -2.755783 4.757816 1.491279 0.004 -0.003 0.003 0.42
H -4.198873 3.743290 1.458073 -0.002 0.006 -0.001 0.40
H -3.733603 1.973159 -1.267157 -0.008 -0.009 -0.002 0.49
H -4.389170 1.190368 0.193113 0.002 0.011 0.015 0.44
H -3.049149 0.433943 -0.681313 -0.013 -0.005 -0.003 0.15
C -0.927874 1.024167 8.459697 0.003 0.005 0.006 -1.46
C -0.727929 0.681712 7.008961 -0.008 0.016 -0.009 1.04
C -0.316145 -0.600864 6.639867 0.008 -0.011 -0.014 -0.93
C -0.111774 -0.931517 5.313218 0.010 -0.021 0.023 -0.49
C -0.326801 0.033053 4.338838 -0.059 0.028 0.004 -0.08
C -0.717014 1.316841 4.676431 0.005 -0.006 -0.005 -0.04
C -0.923694 1.632054 6.013978 0.003 -0.013 0.019 -0.94
S -0.059179 -0.373613 2.616661 0.046 -0.096 0.051 1.13
O 1.050019 -1.367924 2.587684 -0.030 0.032 0.002 -0.69
C -1.623507 -1.236649 2.329962 -0.001 0.055 -0.005 1.58
C -2.798036 -0.469578 2.529746 0.029 -0.010 -0.003 -1.41
C -4.010584 -0.964034 2.170120 -0.013 0.006 0.003 -1.44
C -4.118817 -2.232061 1.548544 -0.020 0.005 0.000 1.20
C -5.367008 -2.735205 1.111529 0.003 0.007 0.004 -1.18
C -5.455230 -3.964155 0.525398 0.007 -0.010 -0.002 -0.67
C -4.295018 -4.747519 0.353673 -0.003 0.008 -0.005 -0.92
C -3.078543 -4.290035 0.772871 0.002 -0.006 0.002 -1.01
C -2.954709 -3.013829 1.378065 0.013 0.001 0.004 1.32
C -1.686254 -2.504990 1.817868 -0.030 0.061 -0.004 -0.89
C -0.567065 -3.489342 1.874574 0.002 -0.045 0.095 -0.06
C -0.536312 -4.342191 3.025589 -0.010 0.017 -0.002 1.00
C -1.427712 -4.166207 4.115486 -0.008 -0.006 0.012 -0.87
C -1.359986 -4.976875 5.212726 0.003 -0.004 -0.001 -0.84
C -0.404615 -6.012768 5.279350 -0.005 0.003 0.005 -0.72
C 0.458124 -6.211919 4.241232 0.003 0.000 -0.010 -1.00
C 0.412937 -5.385812 3.092579 0.003 -0.010 0.009 0.88
C 1.294741 -5.590220 2.002690 0.006 -0.005 -0.009 -1.30
C 1.259237 -4.768149 0.922090 -0.017 0.004 0.004 -1.06
C 0.333877 -3.697642 0.873361 0.083 -0.023 -0.093 0.66
S 0.333216 -2.611237 -0.559668 -0.059 0.046 0.000 1.83
O -0.330729 -3.340077 -1.664511 0.006 -0.010 0.009 -0.93
C 2.093118 -2.657916 -0.875585 0.040 0.029 0.024 0.45
C 2.533235 -3.273252 -2.029317 0.001 0.003 0.006 -0.20
C 3.898091 -3.294130 -2.300280 -0.017 -0.003 -0.011 -1.01
C 4.808080 -2.701955 -1.434363 0.017 0.001 -0.002 1.19
C 6.284155 -2.726182 -1.723448 -0.001 0.000 0.005 -1.68
C 4.326560 -2.080152 -0.279195 0.002 -0.006 0.008 -0.77
C 2.974955 -2.050522 0.010059 -0.012 -0.007 -0.016 -0.51
H -1.534355 0.268772 8.960650 0.000 -0.002 -0.001 0.36
H -1.420514 1.988553 8.575030 0.001 0.000 -0.003 0.35
H 0.030037 1.072322 8.981254 -0.001 -0.001 -0.002 0.31
H -0.152834 -1.348373 7.407942 -0.001 0.000 -0.001 0.40
H 0.222765 -1.921223 5.024985 -0.003 0.011 -0.008 0.57
H -0.860347 2.061150 3.901007 -0.003 -0.007 -0.006 0.44
H -1.232484 2.634427 6.285521 -0.002 -0.002 0.002 0.34
H -2.719373 0.509743 2.978808 0.005 0.000 0.006 0.73
H -4.909814 -0.383371 2.339432 -0.001 -0.004 0.002 0.40
H -6.249566 -2.121660 1.248230 -0.001 -0.004 -0.002 0.45
H -6.412476 -4.339815 0.188072 0.001 -0.001 0.000 0.41
H -4.368076 -5.716776 -0.121865 -0.003 0.000 0.001 0.44
H -2.194973 -4.894708 0.619131 -0.001 0.003 0.002 0.50
H -2.166151 -3.375816 4.079582 0.009 0.003 -0.008 0.42
H -2.046036 -4.825026 6.036085 0.001 -0.002 0.001 0.48
H -0.361723 -6.649299 6.153661 0.000 -0.001 -0.001 0.40
H 1.193407 -7.006782 4.277797 -0.001 0.000 0.006 0.45
H 2.002593 -6.409078 2.045375 0.001 0.002 0.001 0.40
H 1.939752 -4.925049 0.097448 0.005 0.002 -0.004 0.69
H 1.809044 -3.725650 -2.695877 0.002 0.001 0.000 0.54
H 4.255906 -3.775520 -3.203149 0.000 0.001 0.000 0.32
H 6.483302 -3.075006 -2.735930 -0.001 0.000 0.000 0.38
H 6.804888 -3.390863 -1.031327 -0.001 0.003 0.002 0.33
H 6.721309 -1.733002 -1.612337 0.000 0.000 -0.003 0.35
H 5.026441 -1.611028 0.403103 0.001 -0.001 -0.002 0.39
H 2.597841 -1.576538 0.910504 0.011 -0.002 -0.003 0.40
C -0.510280 1.743928 -1.489711 0.100 0.076 -0.030 -0.64
H 1.544607 2.295699 -1.410272 0.004 0.018 -0.005 0.36
H -1.282308 1.481535 -2.228629 -0.004 0.013 -0.006 0.38
```
Positions in Å, forces in eV/Å.

Results
Gap between HOMO and LUMO (alpha / beta) ... 5.947 / 7.353 eV
Net charge ... 0
2S+1 ... 3
Relative energy (zero: lowest compared OMol25 entry of this formula, charge and spin) ... 21.0 kJ/mol
Molecular weight ... 937.2 g mol⁻¹
Lowest unoccupied orbital energy (alpha / beta) ... 0.3 / -0.4 eV
⟨S²⟩ ... 2.047

[3]
Below is a molecular structure, C9H13INO, with properties calculated with ωB97M-V with the def2-TZVPD basis set.

```
25
Properties=species:S:1:pos:R:3:forces:R:3:mulliken_charge:R:1
C -0.576500 3.025171 0.780141 2.204 -2.171 1.675 -0.32
C -1.326718 2.443272 -0.221943 1.931 -1.485 0.726 -0.78
C 0.571678 2.268384 1.238972 -1.445 0.053 -0.954 -0.61
C -0.989785 1.193213 -0.686488 -0.908 -0.176 -1.965 0.09
C 0.830431 0.967137 0.665269 2.382 1.882 2.387 0.23
C -0.637530 -1.528575 -1.688685 -2.532 -1.656 -1.785 -1.60
C -0.509677 -1.643836 1.142826 -0.982 0.686 -4.720 -0.55
C 1.662156 -1.350069 -0.643189 0.165 -1.150 -0.298 -1.55
C 0.166591 -0.914154 -0.637587 2.335 -2.605 3.727 0.85
N 0.083693 0.429056 -0.311605 -2.169 3.295 0.911 0.43
O -0.099525 -0.811509 2.115625 -1.565 0.218 -1.056 -0.36
I 2.904347 -0.013732 -1.856169 -0.285 -0.462 0.446 0.11
H -0.893757 3.847876 1.396311 0.026 0.583 -0.437 0.41
H -2.180705 2.835738 -0.635941 -1.791 1.151 -0.702 0.50
H 1.163120 2.699976 2.098074 -0.496 -0.978 -1.261 0.33
H -1.650911 0.829217 -1.507543 0.954 -0.146 0.907 0.19
H 1.724418 0.410383 1.112076 -1.627 0.766 -1.257 0.28
H -0.363422 -1.304365 -2.767815 0.497 -0.629 1.285 0.33
H -1.711223 -1.209113 -1.748352 0.775 -0.098 0.707 0.48
H -0.752992 -2.681931 -1.454380 0.649 2.253 -0.838 0.35
H -1.577379 -1.567390 0.823167 0.729 0.174 0.822 0.35
H -0.168793 -2.670188 1.005717 0.376 0.165 0.857 0.41
H 2.214656 -1.651571 0.305927 -0.947 1.121 -0.907 0.50
H 1.684482 -2.288907 -1.201175 0.040 0.163 -0.102 0.60
H 0.433346 -1.314083 2.676767 1.682 -0.954 1.831 0.35
```
Positions in Å, forces in eV/Å.

Results
Gap between HOMO and LUMO ... 8.519 eV
Net charge ... +1
Relative energy (zero: lowest compared OMol25 entry of this formula, charge and spin) ... 114.2 kJ/mol
Molecular weight ... 278.1 g mol⁻¹
Lowest unoccupied orbital energy ... -4.1 eV

| no. | largest force on an atom (eV/Å) |
| --- | --- |
| 1 | 1.2 |
| 2 | 0.1 |
| 3 | 5.1 |